(1)
{
  "formula": "C2H3NO2",
  "method": "the ωB97M-V functional and the def2-TZVPD basis",
  "largest_force_ev_per_a": 2.443,
  "e_above_lowest_ev": 1.142,
  "charge": 0,
  "energy_ev": -7706.7012,
  "elements": ["C", "C", "N", "O", "O", "H", "H", "H"],
  "xyz": [[-2.250, 0.496, -0.069], [1.674, -0.021, -0.104], [-2.034, -0.598, 0.188], [1.320, 1.140, -0.035], [0.960, -1.202, 0.021], [-2.542, 1.585, -0.150], [0.120, -1.000, 0.502], [2.753, -0.400, -0.353]]
}

=====

(2)
{
  "formula": "C22H42BrN4O15",
  "method": "the ωB97M-V functional and the def2-TZVPD basis",
  "largest_force_ev_per_a": 0.348,
  "charge": 1,
  "energy_ev": -130204.0828,
  "elements": ["N", "C", "C", "C", "N", "N", "C", "N", "C", "C", "C", "Br", "H", "H", "H", "H", "H", "H", "H", "H", "H", "H", "H", "H", "C", "O", "C", "O", "O", "C", "H", "H", "H", "H", "H", "H", "C", "O", "C", "O", "O", "C", "H", "H", "H", "H", "H", "H", "C", "O", "C", "O", "O", "C", "H", "H", "H", "H", "H", "H", "C", "O", "C", "O", "O", "C", "H", "H", "H", "H", "H", "H", "C", "O", "C", "O", "O", "C", "H", "H", "H", "H", "H", "H"],
  "xyz": [[1.901, -2.309, -1.374], [0.714, -1.968, -1.604], [-0.227, -1.857, -0.418], [-1.429, -1.019, -0.663], [-2.413, -1.329, -1.461], [-3.258, -0.278, -1.382], [-2.819, 0.644, -0.554], [-1.656, 0.212, -0.067], [-0.845, 0.950, 0.926], [-0.073, 2.098, 0.288], [0.961, 1.625, -0.737], [0.901, 2.670, -2.364], [2.446, -2.359, -2.235], [0.315, -1.760, -2.601], [-0.532, -2.859, -0.109], [0.337, -1.421, 0.405], [-4.124, -0.255, -1.905], [-3.315, 1.566, -0.298], [-1.549, 1.334, 1.664], [-0.196, 0.240, 1.436], [-0.789, 2.768, -0.191], [0.422, 2.654, 1.084], [0.795, 0.598, -1.056], [1.975, 1.692, -0.353], [2.811, -5.413, -0.839], [2.541, -6.698, -0.277], [1.913, -7.532, -1.111], [1.555, -7.258, -2.228], [1.747, -8.695, -0.496], [1.089, -9.697, -1.284], [3.300, -4.839, -0.057], [3.470, -5.504, -1.701], [1.886, -4.925, -1.137], [1.667, -9.916, -2.179], [0.092, -9.366, -1.565], [1.032, -10.574, -0.647], [2.742, -2.404, 2.683], [1.655, -1.607, 3.170], [1.736, -1.303, 4.472], [2.617, -1.638, 5.213], [0.676, -0.558, 4.789], [0.634, -0.163, 6.172], [2.540, -2.561, 1.625], [3.686, -1.877, 2.795], [2.796, -3.362, 3.193], [1.509, 0.433, 6.422], [0.593, -1.039, 6.814], [-0.270, 0.428, 6.278], [6.104, 3.723, -0.925], [5.308, 3.449, 0.238], [5.363, 2.190, 0.658], [5.975, 1.292, 0.142], [4.599, 2.079, 1.751], [4.584, 0.767, 2.321], [5.955, 4.776, -1.136], [7.153, 3.522, -0.722], [5.773, 3.115, -1.765], [5.577, 0.466, 2.646], [4.200, 0.050, 1.596], [3.919, 0.827, 3.179], [0.863, 6.010, -3.439], [-0.092, 7.012, -3.792], [-0.263, 7.952, -2.858], [0.284, 7.976, -1.785], [-1.140, 8.839, -3.312], [-1.411, 9.922, -2.412], [0.884, 5.316, -4.276], [1.850, 6.448, -3.300], [0.565, 5.495, -2.529], [-0.501, 10.482, -2.208], [-1.825, 9.547, -1.478], [-2.134, 10.549, -2.923], [-5.814, -1.450, 1.218], [-7.021, -2.128, 0.894], [-7.749, -1.482, -0.026], [-7.393, -0.481, -0.601], [-8.882, -2.133, -0.203], [-9.771, -1.555, -1.174], [-5.271, -2.086, 1.911], [-5.232, -1.289, 0.310], [-6.025, -0.486, 1.680], [-9.296, -1.529, -2.153], [-10.055, -0.549, -0.875], [-10.639, -2.205, -1.192]]
}

=====

(3)
{
  "formula": "C25H25GaN2P",
  "method": "the ωB97M-V functional and the def2-TZVPD basis",
  "largest_force_ev_per_a": 6.044,
  "e_above_lowest_ev": 3.514,
  "charge": -1,
  "energy_ev": -90971.1710,
  "elements": ["C", "C", "C", "C", "C", "Ga", "N", "C", "C", "H", "H", "H", "H", "H", "H", "H", "H", "H", "H", "N", "P", "C", "C", "C", "C", "C", "C", "C", "C", "C", "C", "C", "C", "C", "C", "C", "C", "C", "C", "H", "H", "H", "H", "H", "H", "H", "H", "H", "H", "H", "H", "H", "H", "H"],
  "xyz": [[-1.330, 0.671, -1.381], [-2.141, 0.380, -0.245], [-2.308, -1.034, -0.168], [-1.601, -1.620, -1.250], [-0.993, -0.568, -1.990], [1.886, 0.266, 0.361], [2.557, 0.505, -1.416], [1.091, 1.871, 0.996], [0.326, 1.605, 2.077], [-2.873, -1.580, 0.605], [-2.554, 1.131, 0.447], [-1.539, -2.698, -1.474], [-0.342, -0.680, -2.869], [-0.995, 1.671, -1.699], [-0.682, 1.109, 2.023], [2.096, 2.422, 1.039], [3.504, 0.752, -1.357], [0.808, 1.590, 3.069], [0.507, 1.998, -0.062], [2.460, -0.578, 1.855], [2.615, -2.114, 1.624], [1.253, -3.052, 2.384], [-0.074, -2.623, 2.112], [-1.131, -3.354, 2.660], [-0.921, -4.447, 3.532], [0.409, -4.806, 3.842], [1.484, -4.094, 3.302], [2.819, -2.826, -0.052], [4.121, -3.030, -0.595], [4.230, -3.509, -1.892], [3.116, -3.749, -2.677], [1.842, -3.561, -2.154], [1.685, -3.114, -0.854], [4.088, -2.683, 2.480], [4.714, -1.786, 3.346], [5.796, -2.217, 4.087], [6.242, -3.525, 3.982], [5.634, -4.431, 3.123], [4.539, -4.030, 2.338], [-0.230, -1.747, 1.418], [-2.158, -3.073, 2.394], [-1.735, -5.016, 3.956], [0.607, -5.655, 4.494], [2.540, -4.367, 3.515], [5.006, -2.866, 0.069], [5.261, -3.706, -2.270], [3.229, -4.085, -3.717], [0.932, -3.762, -2.773], [0.667, -3.019, -0.395], [4.293, -0.725, 3.392], [6.288, -1.495, 4.769], [7.078, -3.871, 4.569], [5.954, -5.455, 3.006], [4.011, -4.703, 1.656]]
}

=====

(4)
{
  "formula": "C30H45Br2ClF2N6OPSi",
  "method": "the ωB97M-V functional and the def2-TZVPD basis",
  "largest_force_ev_per_a": 0.960,
  "charge": 1,
  "energy_ev": -218031.8795,
  "elements": ["C", "C", "C", "N", "C", "N", "N", "C", "Br", "C", "C", "Br", "C", "F", "F", "C", "C", "Si", "C", "C", "C", "C", "C", "C", "C", "C", "P", "O", "Cl", "H", "H", "H", "H", "H", "H", "H", "H", "H", "H", "H", "H", "H", "H", "H", "H", "H", "H", "H", "H", "H", "H", "H", "H", "H", "H", "H", "H", "H", "H", "N", "C", "C", "C", "C", "H", "H", "H", "H", "H", "N", "C", "C", "C", "C", "H", "H", "H", "H", "H", "N", "C", "C", "C", "C", "H", "H", "H", "H", "H"],
  "xyz": [[1.979, -5.289, -0.993], [2.689, -3.976, -0.632], [1.751, -2.976, 0.074], [2.288, -2.491, 1.383], [2.057, -1.160, 1.676], [3.157, -0.305, 1.739], [0.864, -0.660, 1.850], [-0.321, -1.522, 1.879], [-1.356, -1.287, 0.247], [-1.166, -1.359, 3.155], [-0.367, -1.575, 4.444], [-2.525, -2.777, 3.045], [0.705, 0.829, 1.991], [1.194, 1.385, 0.882], [-0.618, 1.058, 1.952], [1.267, 1.409, 3.266], [0.644, 2.748, 3.670], [0.685, 4.228, 2.477], [-0.902, 4.216, 1.457], [0.599, 5.782, 3.544], [2.172, 4.394, 1.351], [2.178, 5.534, 0.524], [3.203, 5.781, -0.389], [4.265, 4.890, -0.506], [4.290, 3.761, 0.317], [3.258, 3.521, 1.226], [2.271, -3.632, 2.716], [3.155, -4.838, 2.136], [3.691, -2.684, 3.871], [1.558, -5.195, -1.988], [2.676, -6.120, -1.038], [1.175, -5.534, -0.302], [3.051, -3.534, -1.555], [3.568, -4.166, -0.032], [1.659, -2.114, -0.581], [0.776, -3.452, 0.181], [3.760, -0.562, 0.962], [3.666, -0.501, 2.602], [-0.039, -2.563, 1.855], [-1.736, -0.443, 3.150], [-0.619, -0.769, 5.132], [-0.655, -2.488, 4.943], [0.708, -1.531, 4.303], [1.042, 0.673, 4.043], [2.347, 1.453, 3.242], [-0.396, 2.573, 3.936], [1.123, 3.045, 4.601], [-0.969, 5.184, 0.966], [-0.956, 3.409, 0.735], [-1.732, 4.168, 2.160], [1.619, 6.038, 3.825], [0.078, 5.557, 4.473], [0.119, 6.607, 3.032], [1.368, 6.249, 0.589], [3.149, 6.663, -1.006], [5.038, 5.089, -1.231], [5.125, 3.079, 0.237], [3.302, 2.626, 1.829], [2.549, -5.573, 1.959], [-5.018, 1.129, -1.589], [-5.371, 0.891, -2.888], [-4.492, -0.023, -3.400], [-3.574, -0.350, -2.366], [-3.927, 0.376, -1.258], [-5.491, 1.762, -0.971], [-6.214, 1.389, -3.335], [-4.506, -0.413, -4.404], [-2.747, -1.041, -2.433], [-3.499, 0.423, -0.274], [-4.867, -3.361, -4.127], [-4.901, -3.343, -5.495], [-5.706, -4.370, -5.909], [-6.181, -5.031, -4.744], [-5.646, -4.384, -3.662], [-4.353, -2.717, -3.553], [-4.351, -2.606, -6.055], [-5.933, -4.619, -6.931], [-6.839, -5.882, -4.706], [-5.755, -4.563, -2.606], [1.408, 0.264, -1.790], [0.634, -0.094, -2.863], [1.176, 0.483, -3.978], [2.320, 1.219, -3.564], [2.438, 1.067, -2.210], [1.235, -0.010, -0.844], [-0.232, -0.721, -2.739], [0.793, 0.394, -4.981], [2.978, 1.798, -4.190], [3.158, 1.461, -1.512]]
}

=====

(5)
{
  "formula": "C7H8O4",
  "method": "the ωB97M-V functional and the def2-TZVPD basis",
  "largest_force_ev_per_a": 3.434,
  "e_above_lowest_ev": 4.473,
  "charge": 0,
  "energy_ev": -15574.1048,
  "elements": ["C", "C", "C", "C", "C", "C", "C", "H", "H", "H", "H", "H", "H", "H", "H", "O", "O", "O", "O"],
  "xyz": [[0.613, 1.547, -0.381], [0.519, 0.085, -0.762], [-0.633, -0.750, -1.181], [-1.755, -0.297, -0.238], [-1.197, -0.634, 1.174], [0.073, -1.016, 1.293], [1.157, -0.872, 0.301], [1.537, 1.231, 1.230], [-0.358, 1.934, -0.570], [1.322, 1.996, -0.995], [-0.484, -1.824, -1.217], [-1.943, -0.553, 1.967], [0.341, -1.297, 2.324], [1.429, -1.733, -0.266], [2.392, -0.835, 1.799], [0.748, 1.733, 1.000], [0.097, -0.036, -2.128], [-2.794, 0.266, -0.478], [2.336, -0.375, 0.918]]
}

=====

(6)
{
  "formula": "C17H23N3O6S",
  "method": "the ωB97M-V functional and the def2-TZVPD basis",
  "largest_force_ev_per_a": 19.355,
  "e_above_lowest_ev": 20.964,
  "charge": 0,
  "energy_ev": -45573.0225,
  "elements": ["C", "C", "H", "H", "O", "C", "O", "N", "C", "H", "C", "H", "H", "C", "N", "S", "O", "O", "C", "C", "C", "C", "C", "C", "C", "H", "H", "H", "H", "N", "C", "O", "C", "H", "O", "H", "H", "H", "H", "C", "H", "C", "H", "H", "H", "H", "H", "H", "H", "H"],
  "xyz": [[-2.174, -2.482, -0.581], [-1.146, -3.574, -0.132], [-1.653, -4.100, 0.577], [-0.868, -4.214, -0.977], [-0.168, -3.180, 0.420], [0.819, -2.743, -0.132], [0.825, -2.903, -1.219], [1.891, -2.201, 0.454], [3.019, -1.639, -0.182], [3.160, -2.132, -1.101], [2.900, 0.058, -0.134], [3.736, 0.393, -0.719], [2.119, -0.068, -0.877], [2.785, 0.528, 1.282], [2.614, 1.865, 1.040], [1.966, 2.708, -0.001], [1.870, 3.896, 0.448], [2.896, 2.528, -1.151], [0.503, 2.170, -0.547], [-0.512, 2.324, 0.685], [-1.840, 1.839, 0.402], [-2.337, 1.280, -0.513], [-1.341, 1.113, -1.661], [-0.074, 1.484, -1.478], [0.874, 1.353, -3.072], [1.920, 1.693, -2.719], [1.041, -0.075, -2.957], [0.435, 1.715, -3.767], [-1.758, 0.463, -2.500], [-3.490, 0.664, -0.643], [-4.452, 1.110, 0.171], [-5.604, 0.497, 0.082], [-3.978, 2.073, 1.267], [-4.317, 2.896, 0.834], [-2.662, 1.948, 1.559], [-4.498, 2.069, 2.224], [-3.763, 0.093, -1.644], [-0.144, 2.820, 1.712], [2.346, 2.368, 2.050], [1.446, -0.101, 2.025], [1.545, 0.057, 3.114], [1.603, -1.677, 2.170], [0.782, -2.285, 2.406], [2.590, -2.160, 2.525], [0.542, 0.083, 1.316], [3.820, 0.169, 1.833], [4.044, -2.072, 0.518], [-2.440, -1.997, 0.187], [-1.659, -1.781, -1.492], [-3.212, -2.876, -1.101]]
}